7
Properties=species:S:1:pos:R:3:lowdin_charge:R:1 method="wB97M-V/def2-TZVPD" total_energy_ha=-116.59700 smiles="C1=CC1" homo_lumo_gap_ha=0.394 de_lowest_ev=1.084 max_force_ha_per_bohr=0.0568 lumo_energy_ha=0.050
C 0.613 -0.659 -0.044 -0.07
C -0.738 -0.025 -0.044 -0.19
C 0.601 0.638 0.033 -0.07
H 1.150 -1.569 -0.123 0.08
H 1.106 1.562 0.165 0.08
H -1.339 0.038 -0.940 0.06
H -1.393 0.015 0.953 0.11